Entry 1:
Molecular formula: C5H9ClN2O3PS
Method: DFT, wB97M-V/def2-TZVPD

HOMO energy (spin up / spin down) = -9.8 / -14.0 eV
energy above the lowest of the compared OMol25 structures with the same formula, charge and spin = 0.0 kcal/mol
E_LUMO (spin up / spin down) = -3.5 / -8.2 eV
2S+1 = 3
total charge = +1
⟨S²⟩ = 2.009

CARTESIAN COORDINATES (ANGSTROEM)
1 C -0.63549 0.13193 2.56417
2 C 0.87032 -0.13428 -1.68169
3 C 0.41227 -2.43181 -0.54001
4 C 1.19954 2.27820 -1.67592
5 C -0.13767 -1.08584 -0.99806
6 N 0.03067 0.72451 1.56507
7 N -0.47439 0.42688 3.82939
8 O 1.59437 -0.34696 -2.57923
9 O -1.93729 0.88867 -0.22698
10 O 0.66787 1.06651 -1.13598
11 P -0.79390 -0.04391 0.38160
12 S -1.69255 -1.18891 1.96592
13 Cl -1.57300 -1.16819 -2.18655
14 H -0.34374 -3.21125 -0.29489
15 H 0.90802 -2.43463 0.36693
16 H 0.96189 -2.82896 -1.41666
17 H 2.07201 2.61687 -1.11682
18 H 0.49281 3.03512 -1.57398
19 H 1.37938 2.14320 -2.81948
20 H 0.11479 1.24297 4.01078
21 H -0.87202 -0.11602 4.62053
22 H -2.24387 0.43592 -1.05817

---

Entry 2:
Molecular formula: C3H7NO2
Method: DFT, wB97M-V/def2-TZVPD

HOMO energy = -10.5 eV
energy above the lowest of the compared OMol25 structures with the same formula, charge and spin = 45.9 kcal/mol
E_LUMO = 0.5 eV
SMILES string = CC#N.C=O.O

CARTESIAN COORDINATES (ANGSTROEM)
1 C 0.83477 -1.40389 1.42480
2 C 1.16102 -0.03357 1.03920
3 N 1.39690 1.05207 0.72020
4 H 1.71282 -1.90270 1.84242
5 H 0.03976 -1.39879 2.17548
6 H 0.48872 -1.94775 0.54172
7 C -1.67748 0.00266 -0.77096
8 O -0.77613 -0.59667 -1.31511
9 H -1.73139 1.10273 -0.80498
10 H -2.46400 -0.53757 -0.20877
11 O 0.13462 2.18480 -1.73133
12 H 0.70162 2.23300 -0.94744
13 H 0.17877 1.24568 -1.96523

---

Entry 3:
Molecular formula: C4H9BrFOP
Method: DFT, wB97M-V/def2-TZVPD

HOMO energy = -9.4 eV
energy above the lowest of the compared OMol25 structures with the same formula, charge and spin = 7.5 kcal/mol
E_LUMO = 0.7 eV
SMILES string = CCOP[C@](C)(F)Br

CARTESIAN COORDINATES (ANGSTROEM)
1 C -1.35769 1.72158 1.38914
2 C -0.10337 0.93386 0.75473
3 O -0.44902 0.18198 -0.38452
4 P -1.36290 -1.10530 -0.37154
5 C 0.00724 -2.37092 -0.38592
6 C 1.10160 -2.08028 -1.36791
7 F -0.48265 -3.61386 -0.67077
8 Br 0.88063 -2.45043 1.40595
9 H -1.67794 2.37402 0.62051
10 H -2.09771 0.93752 1.49884
11 H -1.28539 2.17432 2.44451
12 H 0.15935 0.25946 1.54571
13 H 0.62534 1.77820 0.48372
14 H -1.53995 -1.15442 -1.80730
15 H 1.08020 -0.97839 -1.28798
16 H 2.15160 -2.37764 -1.12637
17 H 0.76412 -2.38778 -2.35969

---

Entry 4:
Molecular formula: C27H42NO2
Method: DFT, wB97M-V/def2-TZVPD

HOMO energy = -4.5 eV
E_LUMO = 2.5 eV
total charge = -1

CARTESIAN COORDINATES (ANGSTROEM)
1 C -0.13128 3.17688 -3.10114
2 C -0.77014 2.15183 -4.04062
3 C -0.37607 0.66404 -3.80768
4 C 0.13655 0.24223 -2.41605
5 C 0.59738 -1.24646 -2.49324
6 C 1.01628 -1.94488 -1.17167
7 C -0.16868 -2.52769 -0.35065
8 C 0.23408 -3.88743 0.32371
9 C -0.28320 -4.19463 1.75933
10 C 0.80578 -4.10286 2.83989
11 C 1.45187 -2.70820 2.94580
12 C 1.36171 -2.15510 4.36836
13 C 1.66130 -0.66375 4.43676
14 N 0.47492 0.05058 3.95372
15 C 0.64139 0.67082 2.64120
16 C -0.72188 1.05370 2.02190
17 O -0.74155 1.09408 0.78260
18 O -1.65152 1.28843 2.81262
19 H -0.34137 4.18427 -3.49840
20 H 0.95761 3.07393 -3.05820
21 H -0.56158 3.13902 -2.10250
22 H -1.86414 2.25498 -4.04285
23 H -0.45575 2.42130 -5.06358
24 H -1.25281 0.03734 -4.02876
25 H 0.37854 0.40384 -4.56843
26 H -0.63403 0.35102 -1.64434
27 H 0.98393 0.84302 -2.07043
28 H 1.45262 -1.29446 -3.18519
29 H -0.20743 -1.85473 -2.93899
30 H 1.58434 -1.24000 -0.54357
31 H 1.69804 -2.77159 -1.41333
32 H -0.97833 -2.74449 -1.05959
33 H -0.52031 -1.80371 0.39380
34 H 1.33178 -3.94412 0.36046
35 H -0.15249 -4.68173 -0.32546
36 H -1.14870 -3.56510 2.00320
37 H -0.64964 -5.23203 1.76140
38 H 0.35053 -4.33397 3.81007
39 H 1.56183 -4.86063 2.59686
40 H 2.51686 -2.77779 2.67705
41 H 1.00043 -2.02323 2.22097
42 H 0.32159 -2.26179 4.70804
43 H 2.01624 -2.72355 5.04702
44 H 1.91473 -0.34615 5.45594
45 H 2.53396 -0.41930 3.80333
46 H 0.21073 0.75823 4.62564
47 H 1.26647 1.57965 2.67079
48 H 1.10026 -0.06596 1.97461
49 C -2.96562 1.82531 5.54564
50 C -2.73810 0.87232 6.53140
51 C -3.14766 1.09903 7.83986
52 C -3.79437 2.28287 8.17046
53 C -4.02575 3.23863 7.18978
54 C -3.60999 3.00977 5.88365
55 H -2.63409 1.63913 4.52639
56 H -2.23529 -0.05094 6.26983
57 H -2.96277 0.35282 8.60391
58 H -4.11684 2.46021 9.18978
59 H -4.53080 4.16308 7.44513
60 H -3.78673 3.75729 5.12021
61 C 2.77992 1.05217 -7.30716
62 C 2.62927 0.41824 -8.53302
63 C 1.74503 0.92763 -9.47401
64 C 1.01470 2.07371 -9.19018
65 C 1.16699 2.70836 -7.96506
66 C 2.04846 2.19698 -7.02286
67 H 3.46516 0.65260 -6.57061
68 H 3.19981 -0.47511 -8.75403
69 H 1.62282 0.42978 -10.42785
70 H 0.32441 2.47117 -9.92359
71 H 0.59609 3.60040 -7.74146
72 H 2.15975 2.68726 -6.06407